{
  "formula": "C52H61AsN2O7S2SiTi",
  "method": "wB97M-V/def2-TZVPD",
  "elements": ["Ti", "C", "C", "C", "C", "O", "Si", "S", "O", "C", "C", "C", "C", "O", "C", "C", "C", "C", "H", "H", "H", "H", "H", "H", "H", "H", "H", "H", "H", "H", "H", "H", "H", "H", "H", "H", "H", "H", "H", "H", "H", "H", "H", "H", "H", "C", "S", "O", "C", "C", "C", "C", "C", "C", "H", "H", "H", "H", "H", "H", "H", "H", "O", "As", "C", "C", "C", "C", "C", "C", "C", "C", "C", "C", "C", "C", "C", "C", "C", "C", "C", "C", "H", "H", "H", "H", "H", "H", "H", "H", "H", "H", "H", "H", "H", "H", "H", "O", "C", "N", "C", "C", "O", "N", "C", "C", "C", "C", "C", "C", "C", "C", "C", "C", "C", "C", "H", "H", "H", "H", "H", "H", "H", "H", "H", "H", "H"],
  "positions_angstrom": [[-0.23612, 0.69601, -0.08555], [1.97423, 1.46586, 2.90309], [0.55394, 1.04437, 3.25132], [-0.35373, 2.25838, 3.37409], [0.55761, 0.24276, 4.54546], [0.09254, 0.20283, 2.14469], [-1.08574, -1.00368, 2.22006], [-1.35023, -1.50117, 0.23514], [-0.60565, -2.23363, 3.18957], [0.30730, -3.32349, 2.95910], [-0.44675, -4.45313, 2.27004], [1.49485, -2.87428, 2.11634], [0.76721, -3.76007, 4.34471], [-2.33362, -0.29722, 2.99477], [-3.54562, -0.85041, 3.51510], [-3.96674, -2.08639, 2.72700], [-3.31312, -1.19827, 4.98026], [-4.59266, 0.24623, 3.36781], [2.41043, 2.02004, 3.73657], [1.98424, 2.10223, 2.01953], [2.59008, 0.58269, 2.71712], [0.07794, 2.95667, 4.09514], [-1.34976, 1.96606, 3.70762], [-0.44089, 2.74982, 2.40717], [0.90469, 0.88873, 5.35403], [1.22639, -0.61427, 4.47634], [-0.44052, -0.11483, 4.79862], [-0.83657, -4.11941, 1.30887], [-1.27672, -4.78878, 2.89508], [0.22016, -5.30036, 2.09775], [1.18278, -2.62401, 1.10202], [2.23404, -3.67500, 2.05259], [1.97769, -2.00244, 2.56289], [-0.09602, -4.00634, 4.96462], [1.32604, -2.95966, 4.83195], [1.41060, -4.63878, 4.27511], [-3.23442, -2.88802, 2.84029], [-4.05244, -1.84303, 1.66715], [-4.93146, -2.44924, 3.08683], [-2.50078, -1.92118, 5.06438], [-4.21386, -1.62664, 5.42445], [-3.04373, -0.30123, 5.54092], [-4.72052, 0.49345, 2.31223], [-4.26862, 1.14433, 3.89604], [-5.55233, -0.07435, 3.77782], [-3.10759, 3.93982, 0.91020], [-2.09098, 3.42969, -0.47483], [-1.56528, 1.94870, 0.47016], [-0.81058, 4.57899, -0.48956], [-0.42752, 5.33441, 0.62885], [0.68613, 6.15282, 0.56725], [1.45673, 6.22362, -0.58619], [1.10374, 5.44305, -1.68428], [-0.00325, 4.62316, -1.63958], [-3.33426, 5.00166, 0.83532], [-2.60942, 3.69586, 1.84626], [-4.02098, 3.35204, 0.84004], [-0.99844, 5.27935, 1.54557], [0.95848, 6.73682, 1.43763], [2.32714, 6.86422, -0.62660], [1.70915, 5.46495, -2.58181], [-0.23967, 3.98144, -2.47990], [-0.74515, 0.99227, -2.04988], [-2.01317, 0.27213, -2.86950], [-2.17867, 1.25199, -4.51110], [-2.16333, 2.64361, -4.46690], [-2.27078, 3.37050, -5.64114], [-2.38990, 2.71088, -6.85776], [-2.39815, 1.32477, -6.90107], [-2.29127, 0.59094, -5.72756], [-1.58471, -1.54772, -3.26063], [-0.29426, -1.98246, -2.98802], [0.04285, -3.30562, -3.22981], [-0.89959, -4.17720, -3.75436], [-2.18879, -3.73782, -4.03128], [-2.53801, -2.42107, -3.77786], [-3.73567, 0.33677, -2.01289], [-4.24003, -0.76490, -1.33103], [-5.48381, -0.68355, -0.72227], [-6.21733, 0.49227, -0.78501], [-5.71510, 1.59059, -1.46942], [-4.47934, 1.51190, -2.09159], [-2.06007, 3.15860, -3.51873], [-2.25595, 4.45197, -5.60605], [-2.47022, 3.28138, -7.77385], [-2.48027, 0.80897, -7.84869], [-2.28164, -0.49151, -5.77156], [0.42375, -1.30531, -2.54326], [1.03376, -3.65351, -2.97290], [-0.63378, -5.21094, -3.93447], [-2.92619, -4.42291, -4.42858], [-3.55046, -2.08526, -3.97469], [-3.65914, -1.67247, -1.24088], [-5.87180, -1.54080, -0.18783], [-7.18404, 0.55273, -0.30164], [-6.28644, 2.50813, -1.52521], [-4.10128, 2.37165, -2.62886], [1.59878, 1.88204, -0.28671], [2.31118, 0.87074, -0.46385], [3.65367, 0.80528, -0.53614], [4.07537, -0.57552, -0.71120], [2.66743, -1.26486, -0.82624], [2.50900, -2.44399, -1.06270], [1.71275, -0.33543, -0.57334], [4.75908, -1.14080, 0.53401], [5.08273, -2.49505, 0.57833], [5.67947, -3.03456, 1.70484], [5.96713, -2.23093, 2.80078], [5.65246, -0.88342, 2.75909], [5.04978, -0.34069, 1.63075], [4.96432, -0.74036, -1.93953], [5.94491, 0.21638, -2.18985], [6.80159, 0.09219, -3.27113], [6.69490, -0.99984, -4.12014], [5.72966, -1.96181, -3.87170], [4.87076, -1.83830, -2.78764], [4.23582, 1.62274, -0.52147], [4.84628, -3.12878, -0.26533], [5.91826, -4.09009, 1.72937], [6.43183, -2.65640, 3.68071], [5.86828, -0.24632, 3.60731], [4.78672, 0.70866, 1.62527], [6.06357, 1.06894, -1.53142], [7.55570, 0.84827, -3.44750], [7.36200, -1.09897, -4.96640], [5.63829, -2.81916, -4.52631], [4.11880, -2.59062, -2.60017]],
  "forces_ev_per_a": [[-1.225, 0.579, 0.719], [-0.013, -0.058, -0.009], [0.056, -0.048, 0.022], [0.027, 0.030, 0.002], [-0.004, 0.032, 0.060], [-0.096, 0.063, -0.231], [0.184, -0.103, 0.094], [0.025, 0.076, -0.109], [-0.063, -0.008, -0.069], [0.040, 0.018, 0.066], [0.013, -0.032, -0.001], [-0.016, -0.005, -0.016], [0.008, -0.007, -0.021], [-0.024, 0.042, 0.077], [-0.036, 0.000, -0.013], [-0.007, -0.002, 0.001], [-0.014, -0.003, 0.007], [0.006, -0.003, 0.001], [-0.017, -0.003, 0.003], [-0.002, 0.017, -0.023], [-0.016, 0.004, -0.004], [-0.016, -0.015, 0.019], [0.003, -0.020, -0.041], [0.003, 0.038, 0.000], [0.008, 0.007, 0.000], [0.013, -0.019, -0.015], [0.021, 0.010, -0.003], [-0.004, 0.020, -0.014], [-0.014, 0.010, 0.000], [-0.001, -0.002, 0.008], [0.007, 0.010, 0.023], [0.003, -0.010, -0.002], [0.022, 0.024, 0.022], [-0.006, -0.003, 0.004], [-0.004, 0.002, 0.000], [0.006, 0.000, -0.006], [0.011, -0.002, -0.010], [0.006, -0.005, 0.000], [-0.001, 0.000, 0.014], [0.001, -0.003, -0.003], [-0.007, 0.006, -0.001], [0.011, 0.003, -0.002], [0.002, 0.001, -0.003], [0.004, 0.003, 0.000], [-0.002, -0.007, 0.003], [0.018, -0.001, -0.023], [-0.124, 0.282, -0.208], [1.085, -1.005, -0.286], [0.115, -0.009, 0.118], [-0.116, -0.008, 0.069], [0.055, 0.038, -0.003], [-0.037, -0.009, 0.044], [0.011, -0.011, -0.053], [-0.029, -0.071, -0.071], [-0.016, -0.006, -0.023], [0.037, -0.004, -0.014], [0.004, -0.020, -0.014], [0.004, 0.014, 0.003], [0.007, 0.002, -0.003], [0.006, 0.003, 0.006], [0.000, -0.001, 0.001], [0.007, 0.013, -0.006], [0.149, 0.005, 0.098], [-0.034, -0.150, -0.066], [0.000, -0.051, 0.012], [0.018, -0.018, 0.038], [0.007, 0.001, -0.016], [0.002, 0.003, 0.004], [0.004, 0.016, -0.009], [-0.016, -0.002, -0.019], [-0.070, -0.001, -0.052], [-0.021, 0.054, 0.088], [0.013, -0.040, 0.003], [-0.010, 0.007, 0.005], [0.006, -0.013, 0.010], [-0.031, 0.049, -0.030], [-0.016, 0.091, -0.030], [0.041, -0.020, 0.032], [-0.019, 0.017, -0.003], [0.007, -0.006, 0.001], [-0.015, 0.002, 0.016], [0.046, -0.007, -0.013], [0.006, -0.018, 0.001], [-0.001, 0.002, -0.002], [-0.001, -0.005, -0.006], [-0.001, 0.011, -0.008], [0.003, 0.010, 0.031], [0.020, -0.026, -0.026], [0.027, 0.029, 0.006], [-0.006, -0.003, -0.005], [0.004, -0.005, -0.006], [0.011, 0.014, 0.018], [0.004, 0.015, -0.043], [-0.010, 0.001, 0.004], [-0.002, 0.000, 0.003], [-0.004, -0.001, -0.001], [0.002, -0.013, -0.012], [0.062, 0.230, -0.006], [-0.096, 0.063, 0.052], [-0.053, 0.035, 0.013], [-0.015, 0.038, -0.065], [0.065, -0.088, 0.112], [0.005, 0.030, -0.053], [-0.046, -0.036, -0.172], [0.035, 0.014, 0.014], [0.020, 0.005, 0.000], [-0.008, -0.010, -0.006], [0.006, -0.003, 0.010], [0.007, -0.001, 0.009], [-0.037, 0.002, 0.008], [0.009, -0.049, 0.002], [0.030, 0.000, 0.002], [-0.002, 0.002, 0.006], [0.001, -0.003, -0.012], [0.014, -0.006, -0.015], [-0.044, 0.047, 0.023], [0.019, -0.031, -0.013], [0.005, -0.001, -0.012], [-0.001, -0.003, 0.000], [0.002, 0.004, 0.003], [0.001, -0.001, 0.005], [0.009, -0.004, -0.017], [-0.005, -0.007, 0.015], [0.002, 0.002, -0.001], [0.000, -0.004, -0.003], [0.000, -0.002, -0.001], [-0.017, -0.017, -0.001]],
  "lowdin_spin": [1.01, 0.00, 0.00, 0.00, 0.00, 0.02, 0.01, 0.01, 0.00, 0.00, 0.00, 0.00, 0.00, 0.00, 0.00, 0.00, 0.00, 0.00, 0.00, 0.00, 0.00, 0.00, 0.00, 0.00, 0.00, 0.00, 0.00, 0.00, 0.00, 0.00, 0.00, 0.00, 0.00, 0.00, 0.00, 0.00, 0.00, 0.00, 0.00, 0.00, 0.00, 0.00, 0.00, 0.00, 0.00, 0.03, 0.33, 0.24, 0.04, 0.08, 0.00, 0.09, 0.00, 0.07, 0.01, 0.01, 0.00, 0.01, 0.00, 0.01, 0.00, 0.00, 0.03, 0.00, 0.00, 0.00, 0.00, 0.00, 0.00, 0.00, 0.00, 0.00, 0.00, 0.00, 0.00, 0.00, 0.00, 0.00, 0.00, 0.00, 0.00, 0.00, 0.00, 0.00, 0.00, 0.00, 0.00, 0.00, 0.00, 0.00, 0.00, 0.00, 0.00, 0.00, 0.00, 0.00, 0.00, 0.01, 0.01, 0.00, 0.00, 0.00, 0.00, 0.00, 0.00, 0.00, 0.00, 0.00, 0.00, 0.00, 0.00, 0.00, 0.00, 0.00, 0.00, 0.00, 0.00, 0.00, 0.00, 0.00, 0.00, 0.00, 0.00, 0.00, 0.00, 0.00, 0.00],
  "de_lowest_kj_mol": 25.9,
  "spin_multiplicity": 3,
  "gap_ha": [0.2130, 0.3079],
  "e_tot_ev": -185737.9862,
  "homo_energy_ev": [-5.352, -7.966]
}